Entry 1:
The following is a quantum chemistry calculation of C26H44BrN3OP2Re as an isolated structure, from OMol25.

Cartesian coordinates (Å):
N 3.5948 -6.7403 -0.9510
C 2.6368 -6.9723 -0.0489
C 1.6122 -6.0536 0.2103
C 1.5954 -4.8336 -0.4908
C 2.5934 -4.6081 -1.4436
C 3.5630 -5.6145 -1.6570
C 0.4791 -3.8360 -0.1981
Re 0.6596 -2.0170 0.6217
P -2.8015 2.9332 -0.8001
C 0.2179 -2.7013 -1.1375
C -0.8728 -1.8092 -0.7722
C -1.3784 -0.7227 -1.5568
C -2.1775 0.2405 -0.9543
C -2.4870 0.1981 0.4405
C -2.2539 -0.9886 1.1205
C -1.4453 -2.0729 0.5542
Br -2.6323 1.6530 1.6520
H -0.3986 -4.4116 0.1401
H 0.5368 -2.7587 -2.1683
H 0.8451 -6.2760 0.9466
H 2.6513 -3.6961 -2.0362
H 2.6750 -7.9152 0.4960
H 4.3348 -5.4720 -2.4181
H -1.0290 -0.6589 -2.5970
H -1.8660 -3.0722 0.7307
H -2.6310 0.9516 -1.6499
H -2.6618 -1.1385 2.1116
P 2.2237 -0.3139 0.3503
C -4.5897 2.5379 -1.1605
C -5.3623 3.3702 -2.1907
H -5.1120 2.5742 -0.1909
H -4.5865 1.4820 -1.4671
H -6.4000 2.9977 -2.2534
H -5.4118 4.4410 -1.9369
H -4.9368 3.2642 -3.1987
C -1.8986 3.2995 -2.3901
C -1.8209 4.7495 -2.8827
H -2.2926 2.6553 -3.1948
H -0.8791 2.9389 -2.1610
H -1.3518 4.7857 -3.8755
H -2.8068 5.2192 -2.9881
H -1.2000 5.3712 -2.2289
C -2.9138 4.5709 0.0235
C -3.9230 4.7421 1.1559
H -3.0796 5.3278 -0.7528
H -1.8995 4.7439 0.4076
H -3.6043 5.5614 1.8111
H -4.9244 4.9744 0.7848
H -3.9999 3.8450 1.7761
C 2.2983 0.9560 1.6898
C 3.4002 2.0189 1.6217
H 2.3598 0.4016 2.6396
H 1.3105 1.4447 1.6890
H 4.3952 1.5963 1.8146
H 3.4179 2.5474 0.6613
H 3.2051 2.7717 2.3984
C 1.9275 0.7375 -1.1333
C 2.4792 0.1895 -2.4487
H 2.3546 1.7236 -0.8951
H 0.8335 0.8660 -1.2119
H 3.5695 0.0686 -2.4282
H 2.0210 -0.7726 -2.7158
H 2.2537 0.9089 -3.2458
C 3.9497 -0.9148 0.1869
C 4.4139 -1.8304 1.3149
H 4.5754 -0.0133 0.1047
H 3.9801 -1.4437 -0.7753
H 5.3913 -2.2468 1.0380
H 4.5304 -1.2802 2.2600
H 3.7229 -2.6707 1.4846
N -0.8712 -1.7876 4.0395
C 0.4053 -1.3828 3.9029
N 0.9240 -0.6665 4.9344
O 1.1409 -1.6978 2.9192
H -1.3935 -1.5071 4.8591
H -1.3387 -2.2488 3.2695
H 1.8345 -0.2545 4.8022
H 0.3190 -0.2579 5.6422

Properties
<S²>: 3.819
Frontier orbital gap (alpha / beta): 4.38 / 3.64 eV
LUMO energy (alpha / beta): -0.540 / -0.567 hartree
Spin multiplicity: 4
Energy above the lowest of the compared OMol25 structures with the same formula, charge and spin: 0.429 eV
Net charge: +4
Highest occupied orbital energy (alpha / beta): -19.08 / -19.07 eV

***

Entry 2:
The following is a quantum chemistry calculation of the molecule C2H5N3O2, from OMol25.

Cartesian coordinates (Å):
C 0.1818 0.6768 0.0260
C -0.1189 -0.7064 -0.0392
N 0.1187 1.3673 -1.0873
N 1.0269 0.7993 2.4018
N -0.9081 -1.1187 -1.1126
O 0.4917 1.3815 1.1711
O 0.9171 -0.4041 2.6731
H 0.2858 -1.5008 0.6618
H 0.2605 2.4366 -0.8295
H 0.7035 1.4097 3.1771
H -1.1962 -0.4011 -1.8289
H -0.8910 -2.2023 -1.1844

Properties
Frontier orbital gap (alpha / beta): 9.09 / 6.76 eV
LUMO energy (alpha / beta): 0.008 / -0.011 hartree
Energy above the lowest of the compared OMol25 structures with the same formula, charge and spin: 7.204 eV
Net charge: 0
Highest occupied orbital energy (alpha / beta): -8.89 / -7.06 eV

***

Entry 3:
The following is a quantum chemistry calculation of a 2-piece molecular cluster, C4H6FNO overall, from OMol25.

Cartesian coordinates (Å):
C -0.1579 -0.4448 1.5700
C -0.7370 0.4189 -0.9607
C 0.5009 -0.0912 -1.5131
C -0.1180 0.8910 1.0520
N 0.7878 -1.2680 1.3654
O -1.8585 0.5967 -1.2453
F 1.0881 1.4615 0.8079
H -1.1101 -0.6893 2.0624
H 0.3636 -0.5668 -2.4837
H 1.2054 0.7383 -1.5945
H 0.9434 -0.7885 -0.7877
H -0.8379 1.6227 1.3944
H 0.6366 -2.1946 1.7541

Properties
Frontier orbital gap: 8.77 eV
LUMO energy: 0.018 hartree
Energy above the lowest of the compared OMol25 structures with the same formula, charge and spin: 2.325 eV
Net charge: 0
Highest occupied orbital energy: -8.29 eV

***

Entry 4:
The following is a quantum chemistry calculation of C2H4HgO3 as an isolated structure, from OMol25.

Cartesian coordinates (Å):
O -0.9069 -0.7079 -0.4485
C -0.4999 -0.9742 0.6801
C 0.7920 -0.3992 1.1691
O 1.3219 0.5193 0.3103
H -1.1770 -1.4805 1.4013
H 1.4475 -1.2804 1.3617
H 0.5673 -0.0042 2.1873
Hg 0.2599 0.8041 -1.1997
O -0.5202 1.8485 -2.4575
H -1.2846 1.6744 -3.0039

Properties
Frontier orbital gap: 9.46 eV
LUMO energy: 0.006 hartree
Energy above the lowest of the compared OMol25 structures with the same formula, charge and spin: 0.000 eV
Net charge: 0
Highest occupied orbital energy: -9.29 eV

***

Entry 5:
The following is a quantum chemistry calculation of the molecule C12H22O, from OMol25.

Cartesian coordinates (Å):
C -2.5260 1.0818 2.0085
C -1.3929 0.0271 1.9019
C -1.8118 -0.9981 0.7209
C -2.2193 -0.4075 -0.7742
C -1.4149 0.6061 -1.6084
C -0.3466 -0.0790 -2.5063
C 0.7983 -0.6961 -1.6794
C 2.0651 0.2368 -1.3350
C 2.8979 -0.2857 -0.2506
C 2.5031 0.1831 1.0787
C 1.2676 -0.4430 1.7666
C 0.0064 0.5085 1.4862
H -3.6846 0.6500 1.6612
H -1.4559 -0.4937 2.8578
H -1.0628 -1.8799 0.6573
H -2.8760 -1.3236 0.9139
H -2.6790 -1.2274 -1.3155
H -3.0889 0.2713 -0.4456
H -2.1311 1.1034 -2.2772
H -0.8454 1.4292 -1.0708
H 0.0564 0.5706 -3.3313
H -0.7140 -0.9096 -3.1501
H 1.3488 -1.6131 -2.2801
H 0.3326 -1.0899 -0.7880
H 1.6193 1.1643 -0.8961
H 2.5453 0.7666 -2.3119
H 3.9240 0.1572 -0.5137
H 2.7806 -1.3620 -0.3614
H 3.4275 0.2318 1.8437
H 2.4343 1.3240 0.8103
H 1.0435 -1.4101 1.4288
H 1.4798 -0.5498 2.8631
H 0.0136 1.4052 2.0578
H 0.0340 0.8416 0.3627
O -2.3293 2.2103 2.4760

Properties
Structure (SMILES): O=CC1CCCCCCCCCC1
Frontier orbital gap: 10.67 eV
LUMO energy: 0.034 hartree
Energy above the lowest of the compared OMol25 structures with the same formula, charge and spin: 3.460 eV
Net charge: 0
Highest occupied orbital energy: -9.75 eV

***

Entry 6:
The following is a quantum chemistry calculation of an isolated ion of composition C25H18NO4 and charge -1, from OMol25.

Cartesian coordinates (Å):
O 1.3653 -0.9802 2.7600
O 6.5981 0.1153 0.4206
O 4.3644 0.0286 0.4929
O 5.2146 0.0672 -2.6017
C 0.7215 -0.6453 1.7671
C 5.4643 -0.1325 -0.0757
C -0.7183 -0.7012 1.5663
C -1.0138 0.0127 0.4153
C 0.4639 1.1128 -1.3689
C 0.3165 0.3910 -0.1969
C -3.4246 -2.9255 4.0369
C -4.9230 1.0177 -1.0720
C -3.6206 -2.9658 2.6480
C -2.4116 -2.1277 4.5914
C -4.5527 1.2328 0.2703
C -4.0414 0.4399 -1.9670
C 3.1238 3.0252 -3.3337
C 4.2245 2.1434 -3.2110
C -2.7330 -2.2192 1.8270
C -1.5259 -1.4218 3.7450
C -3.3374 0.8548 0.7280
C -2.7413 0.0858 -1.5060
C 1.8980 2.6860 -2.7326
C 2.8720 0.6331 -1.8915
C 4.0970 0.9062 -2.5637
C -1.6937 -1.4648 2.3752
C -2.3723 0.3025 -0.1376
C 1.7656 1.5104 -1.9719
N 1.2848 -0.0614 0.6819
C 5.4238 -0.8090 -1.4720
H -0.4458 1.5020 -1.8093
H -4.0982 -3.4947 4.6927
H -5.9340 1.2639 -1.3736
H -4.4520 -3.5305 2.2234
H -2.2912 -2.0593 5.6899
H -5.2673 1.6871 0.9616
H -4.3277 0.2221 -2.9990
H 3.1920 3.9421 -3.9083
H 5.1867 2.4012 -3.6784
H -2.8441 -2.2160 0.7661
H -0.7554 -0.7849 4.1730
H -3.1810 1.0047 1.8233
H -2.0092 -0.3843 -2.1585
H 1.0440 3.3545 -2.8189
H 2.7725 -0.3270 -1.3860
H 2.2737 0.2138 0.6455
H 4.6424 -1.5603 -1.4834
H 6.4062 -1.3454 -1.5838

Properties
Structure (SMILES): O=C([O-])COc1cccc(/C=C2\NC(=O)C(c3ccccc3)=C2c2ccccc2)c1
Frontier orbital gap: 6.54 eV
LUMO energy: 0.066 hartree
Energy above the lowest of the compared OMol25 structures with the same formula, charge and spin: 0.000 eV
Net charge: -1
Highest occupied orbital energy: -4.74 eV

***

Entry 7:
The following is a quantum chemistry calculation of the molecule C5H9NO, from OMol25.

Cartesian coordinates (Å):
C 2.7047 0.3727 0.1850
O 1.3292 0.6079 0.3823
C 0.6231 -0.5860 0.6547
C -0.8087 -0.2588 0.9949
C -2.4349 0.4049 -1.3178
C -1.8609 -0.8065 0.4034
N -2.7920 -0.9369 -0.4001
H 3.1801 1.3376 -0.0099
H 2.8885 -0.2911 -0.6746
H 3.1754 -0.0787 1.0733
H 1.1002 -1.1002 1.5037
H 0.6633 -1.2617 -0.2139
H -0.9680 0.4694 1.7889
H -2.4093 1.1145 -0.5083
H -2.9334 0.9065 -2.1896
H -1.4572 0.1063 -1.6722

Properties
Structure (SMILES): CN=C=CCOC
Frontier orbital gap: 10.02 eV
LUMO energy: 0.034 hartree
Energy above the lowest of the compared OMol25 structures with the same formula, charge and spin: 4.356 eV
Net charge: 0
Highest occupied orbital energy: -9.09 eV

***

no.,total energy (eV)
1,-124897.485
2,-10714.606
3,-10497.829
4,-12452.348
5,-14844.549
6,-35898.868
7,-8864.857